1.
A 3-piece molecular cluster, C19H28N3 overall at a distorted geometry. Source: the Open Molecules 2025 dataset; level of theory: ωB97M-V with the def2-TZVPD basis set.

Cartesian coordinates (Å):
1 C 1.657 -0.708 -1.195
2 C 2.808 -1.657 -0.774
3 C 2.653 -2.124 0.662
4 C 3.962 -2.502 1.348
5 N 4.852 -1.339 1.473
6 C 5.933 -1.138 0.797
7 N 6.849 -0.158 1.061
8 C 6.931 0.516 -0.286
9 C 6.988 -0.753 -1.172
10 N 6.365 -1.788 -0.293
11 H 2.021 0.308 -1.250
12 H 0.877 -0.772 -0.456
13 H 1.274 -0.988 -2.161
14 H 2.831 -2.487 -1.466
15 H 3.739 -1.119 -0.905
16 H 2.011 -2.990 0.738
17 H 2.175 -1.330 1.225
18 H 4.465 -3.314 0.849
19 H 3.705 -2.785 2.356
20 H 4.583 -0.626 2.136
21 H 6.475 0.467 1.773
22 H 5.930 0.905 -0.444
23 H 7.710 1.244 -0.389
24 H 8.019 -0.982 -1.386
25 H 6.427 -0.580 -2.071
26 H 5.674 -2.291 -0.838
27 C -1.612 3.307 -0.589
28 C -0.522 2.720 0.036
29 C -0.698 1.591 0.823
30 C -1.964 1.043 0.980
31 C -3.054 1.629 0.353
32 C -2.878 2.762 -0.428
33 H -1.477 4.190 -1.200
34 H 0.467 3.145 -0.091
35 H 0.153 1.136 1.317
36 H -2.101 0.160 1.591
37 H -4.041 1.201 0.472
38 H -3.730 3.221 -0.914
39 C -8.731 -0.909 -0.095
40 C -7.752 -0.695 0.865
41 C -6.973 0.452 0.817
42 C -7.178 1.390 -0.186
43 C -8.158 1.177 -1.144
44 C -8.933 0.027 -1.101
45 H -9.338 -1.804 -0.060
46 H -7.597 -1.423 1.650
47 H -6.207 0.617 1.565
48 H -6.573 2.288 -0.219
49 H -8.320 1.909 -1.925
50 H -9.695 -0.141 -1.850

Total charge = +1
Electronic energy = -24621.0844 eV
Frontier orbital gap = 7.702 eV
E_HOMO = -10.6 eV
Energy relative to the best compared isomer or geometry (same formula, charge and spin) = 0.0 kcal/mol

2.
C2H5I2OP as an isolated structure at a distorted geometry. Source: the Open Molecules 2025 dataset; level of theory: ωB97M-V with the def2-TZVPD basis set.

Cartesian coordinates (Å):
1 C -0.789 1.679 0.143
2 C -0.262 0.458 -0.655
3 O 1.048 0.318 -0.719
4 P 2.059 -1.918 0.942
5 I 2.228 -3.797 -0.655
6 I -0.168 -2.272 1.797
7 H -0.237 1.618 1.127
8 H -0.687 2.584 -0.538
9 H -1.825 1.471 0.314
10 H -0.651 0.319 -1.678
11 H -0.716 -0.461 -0.080

Electronic energy = -29689.6270 eV
Frontier orbital gap = 5.773 eV
E_HOMO = -8.4 eV
Energy relative to the best compared isomer or geometry (same formula, charge and spin) = 94.9 kcal/mol

3.
C3H6N2O2S in the gas phase at a distorted geometry. Source: the Open Molecules 2025 dataset; level of theory: ωB97M-V with the def2-TZVPD basis set.

Cartesian coordinates (Å):
1 N -0.809 1.679 0.178
2 C -1.236 0.365 -0.512
3 C -2.129 -0.518 0.284
4 S -3.722 -0.479 0.234
5 O -0.014 -0.456 -0.835
6 N 1.070 -0.275 -0.037
7 C 2.135 -0.940 -0.225
8 O 3.187 -0.645 0.603
9 H 0.012 2.066 -0.425
10 H -0.429 1.551 1.140
11 H -1.564 0.633 -1.579
12 H -1.581 -1.284 0.858
13 H 2.156 -1.906 -0.672
14 H 2.924 0.208 0.988

Electronic energy = -21115.0640 eV
Frontier orbital gap = 8.409 eV
E_HOMO = -9.1 eV
Energy relative to the best compared isomer or geometry (same formula, charge and spin) = 110.4 kcal/mol

4.
An isolated ion of composition C7H7N2O4S2 and charge +1 at a distorted geometry. Source: the Open Molecules 2025 dataset; level of theory: ωB97M-V with the def2-TZVPD basis set.

Cartesian coordinates (Å):
1 C -4.965 -0.106 -0.256
2 C -3.865 -0.821 0.108
3 C 1.007 0.386 0.007
4 C 1.793 2.621 0.133
5 C -2.913 1.234 -0.196
6 C 2.477 0.320 -0.286
7 C 2.994 1.760 -0.152
8 N -2.735 -0.048 0.133
9 N 0.742 1.705 0.306
10 O 0.147 -0.459 -0.008
11 O 1.658 3.799 0.198
12 O -3.725 -2.095 0.428
13 O -0.524 2.065 0.750
14 S -1.731 2.517 -0.298
15 S -4.564 1.546 -0.550
16 H -5.972 -0.449 -0.366
17 H 2.952 -0.366 0.418
18 H 2.635 -0.091 -1.283
19 H 3.499 2.119 -1.049
20 H 3.695 1.879 0.677
21 H -4.539 -2.605 0.346
22 H -1.799 -0.448 0.301

Total charge = +1
Electronic energy = -40205.0861 eV
Frontier orbital gap = 8.501 eV
E_HOMO = -12.9 eV
Energy relative to the best compared isomer or geometry (same formula, charge and spin) = 0.0 kcal/mol

5.
C3H5ClFN3 in the gas phase at a distorted geometry. Source: the Open Molecules 2025 dataset; level of theory: ωB97M-V with the def2-TZVPD basis set.

Cartesian coordinates (Å):
1 C 1.757 0.650 0.127
2 N 0.541 -0.120 -0.017
3 N 0.275 -1.122 -0.940
4 C -0.965 -1.337 -0.865
5 N -1.515 -0.732 0.268
6 F -2.808 -0.694 0.571
7 C -0.610 0.314 0.552
8 Cl -1.102 2.097 -0.389
9 H 2.044 0.785 1.140
10 H 2.623 0.158 -0.287
11 H 1.729 1.624 -0.329
12 H -1.277 -2.238 -1.365
13 H -0.692 0.616 1.534

Electronic energy = -22898.4992 eV
Frontier orbital gap = 9.708 eV
E_HOMO = -8.9 eV
Energy relative to the best compared isomer or geometry (same formula, charge and spin) = 39.2 kcal/mol

6.
An isolated ion of composition C4H11N4 and charge +1 at a distorted geometry. Source: the Open Molecules 2025 dataset; level of theory: ωB97M-V with the def2-TZVPD basis set.

Cartesian coordinates (Å):
1 C 0.623 0.314 1.738
2 C 0.749 2.223 0.248
3 C 0.533 -0.630 -1.869
4 C -1.727 -1.717 -0.063
5 N -0.503 -0.541 1.481
6 N 1.143 0.901 0.532
7 N 0.015 -0.175 -0.635
8 N -0.666 -0.791 0.275
9 H 0.288 1.057 2.475
10 H 1.394 -0.318 2.203
11 H 1.007 2.458 -0.784
12 H -0.303 2.454 0.468
13 H 1.369 2.856 0.892
14 H 0.188 0.016 -2.676
15 H 1.623 -0.575 -1.839
16 H 0.241 -1.662 -2.062
17 H -2.199 -1.452 -1.007
18 H -2.455 -1.689 0.747
19 H -1.319 -2.726 -0.125

Total charge = +1
Electronic energy = -10273.3949 eV
2S+1 = 3
Frontier orbital gap (spin up / spin down) = 7.893 / 7.116 eV
E_HOMO (spin up / spin down) = -12.3 / -14.0 eV
Energy relative to the best compared isomer or geometry (same formula, charge and spin) = 51.9 kcal/mol

7.
A 2-piece molecular cluster, C6H10N2 overall at a distorted geometry. Source: the Open Molecules 2025 dataset; level of theory: ωB97M-V with the def2-TZVPD basis set.

Cartesian coordinates (Å):
1 C -1.156 -0.760 1.907
2 C -0.236 -1.575 1.189
3 C -0.078 -1.492 -0.206
4 N -0.838 -0.665 -0.940
5 C -1.625 0.179 -0.288
6 C -1.819 0.169 1.116
7 H -1.338 -1.022 2.965
8 H 0.361 -2.331 1.737
9 H 0.573 -2.259 -0.739
10 H -2.155 0.919 -0.842
11 H -2.500 0.985 1.469
12 C 1.632 1.319 -0.517
13 N 1.771 0.665 -1.801
14 H 2.601 1.736 -0.114
15 H 0.913 2.199 -0.495
16 H 1.107 0.540 0.132
17 H 0.958 0.085 -1.941
18 H 1.828 1.307 -2.632

Electronic energy = -9363.3246 eV
Frontier orbital gap = 9.486 eV
E_HOMO = -8.7 eV
Energy relative to the best compared isomer or geometry (same formula, charge and spin) = 25.7 kcal/mol

8.
C28H46NbO9 as an isolated structure at a distorted geometry. Source: the Open Molecules 2025 dataset; level of theory: ωB97M-V with the def2-TZVPD basis set.

Cartesian coordinates (Å):
1 C 8.442 -1.496 -0.394
2 C 7.324 -0.480 0.248
3 C 6.677 0.576 -0.840
4 C 5.243 0.092 -1.480
5 C 5.180 -1.502 -1.879
6 C 4.233 -2.351 -0.817
7 C 4.098 -3.935 -1.153
8 C 2.673 -4.652 -0.865
9 C 1.612 -3.866 0.089
10 Nb -0.291 -3.151 -1.039
11 C -2.218 -2.344 -1.993
12 C -2.314 -0.746 -1.509
13 C -3.807 -0.107 -1.856
14 O -4.376 0.537 -0.659
15 C 0.904 -2.097 -2.658
16 C 1.540 -3.065 -3.818
17 C 0.485 -4.116 -4.505
18 C 2.018 -2.039 -5.050
19 H 9.370 -1.574 0.348
20 H 8.809 -1.065 -1.422
21 H 7.975 -2.551 -0.608
22 H 6.497 -1.058 0.861
23 H 7.903 0.188 1.048
24 H 7.473 0.824 -1.687
25 H 6.480 1.588 -0.258
26 H 4.337 0.359 -0.771
27 H 5.063 0.696 -2.492
28 H 4.626 -1.591 -2.932
29 H 6.234 -2.006 -2.028
30 H 3.237 -1.752 -0.704
31 H 4.789 -2.264 0.236
32 H 4.329 -4.064 -2.317
33 H 4.960 -4.527 -0.602
34 H 2.076 -4.967 -1.850
35 H 2.914 -5.692 -0.329
36 H 1.180 -4.677 0.854
37 H 2.049 -3.014 0.760
38 H -0.179 -1.614 -0.040
39 H -1.301 -3.894 0.277
40 H -0.375 -4.725 -1.924
41 H -3.152 -2.872 -1.525
42 H -2.205 -2.376 -3.166
43 H -1.523 -0.063 -2.060
44 H -2.160 -0.646 -0.335
45 H -4.505 -0.990 -2.231
46 H -3.739 0.671 -2.753
47 H -3.747 1.235 -0.282
48 H 0.143 -1.368 -3.219
49 H 1.764 -1.374 -2.262
50 H 2.548 -3.612 -3.489
51 H -0.642 -3.806 -4.398
52 H 0.591 -5.148 -3.917
53 H 0.759 -4.390 -5.634
54 H 2.430 -1.018 -4.634
55 H 2.790 -2.584 -5.773
56 H 1.064 -1.813 -5.723
57 C -2.939 6.210 1.950
58 C -3.097 4.892 1.815
59 C -3.967 4.322 0.748
60 O -4.078 3.106 0.637
61 C -4.672 5.259 -0.140
62 C -4.516 6.578 -0.002
63 C -3.626 7.146 1.046
64 O -3.488 8.361 1.136
65 O -5.179 7.464 -0.832
66 O -2.457 4.006 2.662
67 H -2.309 6.638 2.719
68 H -5.315 4.833 -0.899
69 H -4.901 8.358 -0.533
70 H -2.731 3.112 2.360
71 C -4.078 3.131 5.789
72 C -4.002 2.251 6.789
73 C -5.132 1.331 7.098
74 O -5.026 0.520 8.011
75 C -6.352 1.440 6.282
76 C -6.429 2.323 5.284
77 C -5.289 3.223 4.958
78 O -5.383 4.011 4.023
79 O -7.573 2.432 4.516
80 O -2.868 2.160 7.575
81 H -3.264 3.804 5.552
82 H -7.172 0.778 6.529
83 H -7.381 3.138 3.860
84 H -3.059 1.451 8.227

Total charge = -1
Electronic energy = -49745.8917 eV
Frontier orbital gap = 3.854 eV
E_HOMO = -4.3 eV